(1)
Entry from OMol25: a structure of composition C41H37BClNO4P2STl (ωB97M-V with the def2-TZVPD basis set).

Net charge ... +1
LUMO level ... -3.16 eV
HOMO level ... -10.121 eV
Gap between HOMO and LUMO ... 6.96 eV

Last column: Mulliken charge in e.
Atoms and positions in Å:
Tl1 10.035 6.321 20.989  1.380
Cl1 13.350 0.168 15.715  -0.191
C1 12.498 0.840 17.031  0.235
C2 12.239 0.050 18.185  -0.653
C3 11.498 0.599 19.236  -0.266
C4 11.147 1.942 19.181  0.432
O1 10.486 2.468 20.286  -0.263
C5 11.372 2.709 17.990  0.554
C6 11.196 4.155 17.931  -0.394
O2 11.068 4.847 18.997  -0.605
C7 12.097 2.156 16.978  -0.885
H1 12.669 -0.913 18.180  0.476
H2 11.265 -0.003 20.112  0.445
H3 11.141 4.669 16.961  0.431
H4 12.402 2.755 16.116  0.384
C8 1.707 10.881 24.374  -0.934
S1 2.638 10.280 23.026  0.027
C9 3.047 8.617 23.725  -1.026
C10 3.893 7.717 22.856  0.113
C11 5.288 8.397 22.838  -1.575
N1 6.401 7.518 22.358  0.390
P1 7.485 6.737 23.458  -0.052
C12 6.434 6.447 24.920  0.437
C13 6.215 7.362 25.948  -0.187
C14 5.372 7.032 27.038  -0.842
C15 4.811 5.749 27.137  -0.396
C16 5.143 4.820 26.145  -0.720
C17 5.757 5.210 24.987  -0.405
C18 8.704 7.850 24.148  1.078
C19 9.426 7.389 25.308  -1.088
C20 10.692 7.873 25.498  -0.373
C21 11.279 8.749 24.598  -0.480
C22 10.570 9.303 23.543  -1.012
C23 9.280 8.784 23.288  -0.363
P2 7.106 7.762 20.680  0.148
C24 6.097 9.070 19.917  -0.197
C25 4.718 8.885 19.625  -0.107
C26 3.925 9.988 19.317  -0.649
C27 4.544 11.208 19.056  -0.497
C28 5.922 11.345 19.202  -0.618
C29 6.699 10.240 19.608  -0.290
C30 6.525 6.266 19.787  0.802
C31 6.290 5.052 20.439  -0.292
C32 5.835 3.979 19.660  -0.444
C33 5.727 4.019 18.284  -0.738
C34 6.042 5.268 17.661  -0.512
C35 6.424 6.352 18.394  -1.031
H5 1.510 11.940 24.241  0.365
H6 2.194 10.787 25.331  0.277
H7 0.709 10.444 24.294  0.278
H8 2.173 8.023 23.955  0.607
H9 3.580 8.890 24.645  0.246
H10 3.443 7.570 21.779  0.062
H11 3.943 6.726 23.339  0.312
H12 5.566 8.754 23.813  0.418
H13 5.184 9.216 22.145  0.941
H14 6.771 8.266 25.984  0.472
H15 5.117 7.733 27.844  0.406
H16 4.063 5.534 27.929  0.384
H17 4.840 3.791 26.295  0.397
H18 5.750 4.602 24.046  0.283
H19 8.866 6.700 25.905  0.491
H20 11.190 7.604 26.418  0.456
H21 12.267 9.151 24.816  0.413
H22 10.995 10.081 22.962  0.535
H23 8.698 9.132 22.397  0.422
H24 4.306 7.911 19.962  0.498
H25 2.824 9.933 19.317  0.399
H26 3.909 12.030 18.764  0.407
H27 6.413 12.285 19.174  0.441
H28 7.758 10.467 19.872  0.261
H29 6.491 5.018 21.504  0.124
H30 5.707 3.060 20.237  0.379
H31 5.302 3.209 17.676  0.425
H32 6.027 5.227 16.563  0.387
H33 6.575 7.330 17.981  0.537
O3 10.696 3.729 22.350  -0.266
B1 11.131 2.699 21.407  0.787
O4 12.311 2.015 21.856  -0.491
C36 12.659 2.682 23.063  0.314
C37 13.792 2.533 23.776  -0.721
C38 13.806 3.201 25.056  -0.496
C39 12.867 4.142 25.411  -0.623
C40 11.780 4.380 24.538  -0.471
C41 11.703 3.638 23.379  0.277
H34 14.582 1.867 23.439  0.439
H35 14.696 3.002 25.646  0.364
H36 12.972 4.727 26.319  0.429
H37 11.013 5.094 24.800  0.592

---

(2)
Entry from OMol25: a cluster of 12 separate species, C68H158Cl2O33 in total (ωB97M-V with the def2-TZVPD basis set).

SMILES ... COCCOCCOC.COCCOCCOC.COCCOCCOC.COCCOCCOC.COCCOCCOC.COCCOCCOC.COCCOCCOC.COCCOCCOC.COCCOCCOC.COCCOCCOC.COCCOCCOC.ClCCCl
LUMO level ... 0.38 eV
HOMO level ... -9.127 eV
Gap between HOMO and LUMO ... 9.50 eV

Last column: Mulliken charge in e.
Atoms and positions in Å:
Cl1 4.240 -0.307 -0.999  0.084
C1 3.525 -0.405 0.587  -0.024
C2 4.273 -1.461 1.439  -0.298
Cl2 3.812 -3.114 0.925  -0.113
H1 2.465 -0.652 0.523  -0.299
H2 3.369 0.551 1.086  0.081
H3 3.913 -1.425 2.468  0.097
H4 5.361 -1.452 1.375  0.457
C3 -0.118 -4.145 1.379  -0.394
O1 0.194 -4.757 0.198  -0.331
C4 1.155 -5.767 0.310  -0.325
C5 1.618 -6.311 -1.031  -0.726
O2 0.889 -7.345 -1.671  -0.475
C6 -0.460 -7.103 -2.126  -0.726
C7 -0.635 -5.963 -3.128  -0.187
O3 0.335 -5.984 -4.076  -0.420
C8 0.431 -4.816 -4.796  -0.076
H5 -0.112 -4.901 2.164  0.547
H6 -1.105 -3.685 1.332  0.161
H7 0.532 -3.317 1.662  -0.028
H8 0.852 -6.677 0.829  0.337
H9 1.950 -5.276 0.872  0.351
H10 2.593 -6.680 -0.713  0.385
H11 1.865 -5.472 -1.681  0.245
H12 -1.066 -7.113 -1.220  0.333
H13 -0.903 -7.973 -2.610  0.392
H14 -0.567 -5.026 -2.576  0.109
H15 -1.625 -6.020 -3.579  0.425
H16 1.214 -4.966 -5.539  -0.011
H17 0.399 -3.989 -4.087  -0.069
H18 -0.466 -4.539 -5.348  0.456
C9 4.171 -4.071 4.771  -0.624
O4 2.928 -3.848 5.350  -0.462
C10 1.880 -3.706 4.513  -0.072
C11 0.456 -3.599 5.280  0.442
O5 -0.481 -4.485 4.715  -0.373
C12 -1.769 -4.342 5.232  0.140
C13 -2.717 -5.207 4.461  -0.560
O6 -3.907 -5.518 5.268  -0.464
C14 -4.724 -4.341 5.598  -0.420
H19 4.423 -3.521 3.864  0.119
H20 4.044 -5.126 4.531  0.337
H21 4.882 -3.744 5.529  0.273
H22 1.900 -4.574 3.853  0.471
H23 1.997 -2.801 3.916  -0.102
H24 0.083 -2.605 5.036  -0.443
H25 0.570 -3.749 6.354  0.279
H26 -2.162 -3.326 5.220  -0.152
H27 -1.712 -4.640 6.279  0.320
H28 -2.155 -6.140 4.507  0.344
H29 -2.913 -4.893 3.435  0.322
H30 -4.142 -3.684 6.244  0.044
H31 -5.617 -4.679 6.125  0.343
H32 -5.064 -3.887 4.667  0.218
C15 0.492 -0.660 -5.689  -0.741
O7 0.970 0.440 -4.880  -0.407
C16 1.941 0.155 -3.891  0.523
C17 1.369 -0.762 -2.704  -0.631
O8 1.063 -0.236 -1.474  -0.172
C18 -0.191 -0.637 -1.037  -0.499
C19 -0.625 0.252 0.230  -0.217
O9 -0.432 -0.470 1.460  0.481
C20 -1.448 -0.370 2.485  -0.878
H33 1.367 -1.281 -5.882  0.328
H34 0.113 -0.283 -6.638  0.320
H35 -0.295 -1.234 -5.201  0.226
H36 2.311 1.019 -3.339  0.338
H37 2.930 -0.267 -4.073  -0.504
H38 2.074 -1.530 -2.388  0.417
H39 0.674 -1.367 -3.286  0.146
H40 -0.169 -1.708 -0.836  0.167
H41 -0.951 -0.487 -1.803  0.564
H42 -1.671 0.492 0.039  -0.067
H43 -0.154 1.235 0.212  -0.139
H44 -2.443 -0.615 2.112  0.597
H45 -1.627 0.630 2.879  0.130
H46 -1.316 -0.924 3.415  0.059
C21 4.056 1.907 7.719  -0.760
O10 3.774 3.183 7.122  -0.273
C22 4.883 3.657 6.229  -0.541
C23 4.399 4.855 5.373  -0.707
O11 3.395 4.367 4.447  -0.008
C24 2.846 5.416 3.587  -0.928
C25 1.887 4.784 2.469  -0.312
O12 0.542 4.831 2.921  -0.199
C26 -0.350 4.453 1.814  -0.337
H47 4.427 1.248 6.934  0.332
H48 3.116 1.550 8.140  0.175
H49 4.839 1.947 8.476  0.340
H50 5.093 2.846 5.532  0.310
H51 5.713 3.892 6.895  0.368
H52 5.194 5.327 4.795  0.361
H53 3.862 5.600 5.958  0.355
H54 3.628 5.889 2.994  0.395
H55 2.289 6.176 4.136  0.376
H56 2.309 3.825 2.168  0.128
H57 1.999 5.414 1.587  0.529
H58 -0.670 5.319 1.235  0.415
H59 -1.165 4.075 2.431  -0.322
H60 -0.230 3.555 1.209  0.337
C27 3.481 6.295 -8.612  -0.640
O13 2.270 6.300 -9.336  -0.350
C28 1.048 6.900 -8.837  -0.556
C29 0.460 6.337 -7.541  -0.377
O14 -0.046 5.120 -7.990  -0.202
C30 -0.575 4.266 -6.933  -0.684
C31 -1.084 2.977 -7.509  0.109
O15 -2.490 2.950 -7.757  -0.416
C32 -3.063 1.713 -8.149  -0.559
H61 3.366 5.646 -7.744  0.232
H62 3.812 7.286 -8.302  0.299
H63 4.209 5.805 -9.260  0.249
H64 0.448 6.844 -9.745  0.234
H65 1.293 7.948 -8.663  0.394
H66 -0.294 6.958 -7.056  0.335
H67 1.289 6.089 -6.878  0.291
H68 -1.347 4.805 -6.383  0.323
H69 0.253 4.125 -6.238  0.321
H70 -0.788 2.204 -6.800  -0.079
H71 -0.586 2.613 -8.408  0.377
H72 -4.076 1.737 -8.549  0.235
H73 -3.088 1.181 -7.198  0.219
H74 -2.397 1.328 -8.921  0.270
C33 -1.222 -2.729 8.883  -0.514
O16 -1.273 -1.299 9.263  -0.391
C34 -2.261 -0.535 8.603  -0.948
C35 -2.318 -0.665 7.072  0.488
O17 -1.148 -0.816 6.314  0.990
C36 -0.048 0.023 6.801  -0.921
C37 1.110 0.260 5.725  -0.670
O18 0.562 0.531 4.434  0.307
C38 1.544 0.960 3.542  -0.133
H75 -2.119 -3.205 9.278  0.324
H76 -0.329 -3.294 9.147  0.351
H77 -1.209 -2.901 7.807  -0.065
H78 -2.045 0.530 8.691  0.352
H79 -3.167 -0.826 9.135  0.423
H80 -2.965 0.105 6.653  -0.177
H81 -2.879 -1.536 6.732  -0.366
H82 0.323 -0.438 7.717  0.482
H83 -0.433 0.960 7.203  -0.015
H84 1.793 -0.584 5.635  0.398
H85 1.700 1.076 6.142  0.212
H86 2.423 0.357 3.317  -0.175
H87 1.922 1.952 3.788  -0.155
H88 0.973 1.164 2.636  0.028
C39 -5.957 6.919 5.822  -0.922
O19 -5.496 5.487 5.972  -0.168
C40 -4.574 5.364 7.159  -0.842
C41 -3.733 4.074 6.857  -0.156
O20 -2.962 4.306 5.659  -0.398
C42 -1.929 3.298 5.389  1.109
C43 -0.560 3.794 6.057  -0.325
O21 -0.671 3.482 7.486  -0.280
C44 0.421 3.880 8.290  -0.610
H89 -5.248 7.637 5.411  0.292
H90 -6.389 7.249 6.767  0.389
H91 -6.879 6.729 5.274  0.264
H92 -5.202 5.289 8.047  0.367
H93 -3.933 6.229 7.330  0.425
H94 -4.354 3.189 6.713  0.212
H95 -2.992 4.007 7.654  0.235
H96 -1.915 3.016 4.336  -0.443
H97 -2.226 2.313 5.747  -0.386
H98 -0.468 4.875 5.950  0.623
H99 0.384 3.376 5.706  0.064
H100 0.440 3.170 9.117  0.340
H101 0.510 4.937 8.542  0.315
H102 1.331 3.570 7.776  -0.027
C45 -4.309 4.270 0.876  -0.477
O22 -5.267 3.538 1.602  -0.333
C46 -5.291 3.640 2.994  0.196
C47 -6.532 3.059 3.464  -1.121
O23 -6.608 1.635 3.154  0.029
C48 -7.886 1.026 3.453  -0.685
C49 -7.653 -0.352 2.837  -0.187
O24 -6.808 -1.106 3.743  -0.432
C50 -5.409 -0.781 3.635  -0.567
H103 -3.360 4.325 1.409  0.075
H104 -4.563 5.315 0.696  0.289
H105 -4.313 3.773 -0.094  0.215
H106 -5.132 4.637 3.405  0.587
H107 -4.549 2.968 3.427  -0.270
H108 -7.428 3.526 3.055  0.343
H109 -6.666 3.243 4.530  0.451
H110 -8.643 1.555 2.874  0.392
H111 -8.077 0.944 4.523  0.296
H112 -7.189 -0.268 1.854  -0.003
H113 -8.605 -0.880 2.762  0.464
H114 -5.157 -0.181 2.761  0.227
H115 -4.991 -1.764 3.418  0.126
H116 -5.050 -0.426 4.600  0.480
C51 11.308 0.415 -5.734  -0.862
O25 9.969 0.191 -5.520  -0.276
C52 9.153 0.093 -6.677  -0.740
C53 7.701 -0.076 -6.246  0.152
O26 7.185 0.819 -5.235  -0.338
C54 5.752 1.095 -5.371  0.679
C55 5.173 2.067 -4.310  -0.658
O27 5.354 3.495 -4.611  -0.390
C56 6.641 3.987 -4.204  -0.607
H117 11.810 0.378 -4.767  0.270
H118 11.523 1.397 -6.154  0.325
H119 11.896 -0.359 -6.227  0.326
H120 9.435 -0.827 -7.188  0.326
H121 9.168 0.993 -7.292  0.373
H122 7.483 -1.111 -5.982  -0.191
H123 7.085 0.115 -7.124  0.423
H124 5.110 0.251 -5.121  -0.523
H125 5.490 1.519 -6.340  0.432
H126 5.536 1.925 -3.292  0.397
H127 4.116 1.856 -4.149  0.080
H128 6.778 4.047 -3.124  0.249
H129 6.690 4.955 -4.704  0.263
H130 7.374 3.356 -4.707  0.234
C57 -9.017 -2.400 -4.842  -0.780
O28 -7.717 -2.719 -4.270  -0.291
C58 -7.884 -3.894 -3.476  -0.579
C59 -6.653 -4.157 -2.570  -0.628
O29 -6.427 -3.221 -1.544  -0.303
C60 -5.996 -1.872 -1.758  -0.369
C61 -6.173 -1.098 -0.469  -0.761
O30 -5.169 -0.168 -0.219  0.029
C62 -4.988 0.989 -1.060  -0.668
H131 -8.902 -1.542 -5.503  0.265
H132 -9.803 -2.278 -4.096  0.322
H133 -9.345 -3.135 -5.577  0.320
H134 -8.148 -4.836 -3.957  0.477
H135 -8.673 -3.719 -2.744  0.313
H136 -5.810 -4.306 -3.244  0.292
H137 -6.876 -5.097 -2.065  0.359
H138 -6.566 -1.461 -2.591  0.391
H139 -4.930 -1.983 -1.956  0.145
H140 -6.293 -1.718 0.419  0.401
H141 -7.123 -0.565 -0.517  0.327
H142 -5.708 1.785 -0.870  0.266
H143 -5.025 0.667 -2.101  0.424
H144 -3.991 1.397 -0.893  -0.003
C63 4.601 -3.330 -3.010  -0.720
O31 4.616 -2.393 -4.186  -0.205
C64 5.341 -2.976 -5.250  -0.802
C65 4.898 -2.450 -6.658  -0.365
O32 3.765 -2.972 -7.230  -0.310
C66 3.862 -4.252 -7.837  -0.507
C67 2.501 -4.668 -8.492  -0.260
O33 2.007 -3.844 -9.536  -0.374
C68 2.833 -3.646 -10.650  -0.780
H145 3.957 -3.064 -2.172  -0.123
H146 5.572 -3.698 -2.676  0.457
H147 4.172 -4.288 -3.303  0.394
H148 5.368 -4.065 -5.273  0.536
H149 6.368 -2.694 -5.018  0.470
H150 5.739 -2.765 -7.277  0.448
H151 4.644 -1.392 -6.710  0.192
H152 4.153 -4.836 -6.964  0.361
H153 4.637 -4.267 -8.604  0.382
H154 1.854 -4.564 -7.620  -0.094
H155 2.498 -5.700 -8.840  0.472
H156 3.397 -4.507 -11.009  0.345
H157 3.664 -2.942 -10.610  0.260
H158 2.186 -3.274 -11.445  0.299